(1)
Here is an isolated molecule of C3H3N5 in a non-equilibrium geometry from the OMol25 dataset. Energies are from ωB97M-V/def2-TZVPD.

```
! RIJCOSX wB97M-V def2-TZVPD def2/J DEFGRID3
* xyz 0 1
C 1.18536 -0.12977 -0.21860
C -1.33122 -0.45936 0.11798
C -0.92842 0.87973 0.27767
H 2.07647 -0.92929 0.87288
H -2.42258 -0.60291 0.58968
H -1.33808 1.56050 1.15300
N 2.04209 -0.01285 0.62178
N 0.64095 -1.28062 -0.72203
N -0.65973 -1.40208 -0.73001
N -0.18355 1.45287 -0.73026
N 0.91872 0.92378 -1.23210
*
```

E_LUMO (eV): -1.2625
Energy relative to the best compared isomer or geometry (same formula, charge and spin) (kcal/mol): 114.29
Orbital gap (eV): 8.84

(2)
Here is a structure of composition C25H33AsN4O2STi from the OMol25 dataset. Energies are from ωB97M-V/def2-TZVPD.

```
! RIJCOSX wB97M-V def2-TZVPD def2/J DEFGRID3
* xyz 0 1
Ti -0.99307 0.80426 -0.20809
C -1.90834 0.57854 2.84874
N -0.95336 -0.14608 1.98034
C -1.30746 -1.58291 1.96379
C 0.40016 0.00486 2.51583
C 0.71796 -0.31303 3.82403
C 2.00574 -0.11276 4.29958
C 2.95996 0.42541 3.44737
C 2.65159 0.73201 2.13312
C 1.36351 0.49877 1.63357
N 0.92680 0.75916 0.34994
C 1.80874 1.02329 -0.70808
C 3.03648 0.40892 -0.92681
C 3.75106 0.67918 -2.08766
C 3.25648 1.56120 -3.03305
C 2.02733 2.17986 -2.82466
C 1.31698 1.90706 -1.67432
N 0.02828 2.49281 -1.34499
C -0.74673 2.92428 -2.51895
C 0.26920 3.67127 -0.47289
H -1.89209 0.18069 3.86597
H -2.91530 0.46182 2.45683
H -1.65031 1.63507 2.87377
H -2.34351 -1.69687 1.65775
H -0.66018 -2.10925 1.26528
H -1.18942 -2.01750 2.96017
H -0.03757 -0.71242 4.48908
H 2.25250 -0.35710 5.32348
H 3.96222 0.61431 3.81072
H 3.40432 1.16816 1.49362
H 3.41301 -0.32013 -0.22435
H 4.69122 0.17048 -2.25749
H 3.81138 1.75919 -3.94025
H 1.62978 2.85389 -3.57128
H -0.28747 3.79682 -2.99339
H -1.74511 3.20095 -2.18306
H -0.81701 2.10285 -3.22688
H 0.88611 4.39693 -1.00962
H 0.79115 3.35271 0.42738
H -0.68290 4.11454 -0.19846
O -4.03366 3.36845 0.90871
C -3.40346 2.41152 0.52137
O -2.12164 2.36213 0.31204
C -4.07778 1.08374 0.26889
C -5.45331 0.93788 0.30172
C -5.98357 -0.30821 0.01841
C -5.11991 -1.34768 -0.29841
C -3.75798 -1.10737 -0.31417
N -3.24220 0.08542 -0.01300
H -6.06080 1.79981 0.53766
H -7.05382 -0.46756 0.02940
H -5.49204 -2.33205 -0.54482
H -3.04566 -1.87218 -0.59496
C 2.99558 -4.99459 -1.47989
As 3.10794 -3.04871 -1.23165
C 1.53604 -2.86558 -0.06746
C 2.20623 -2.53287 -2.89264
S -1.00382 -0.41505 -1.92024
H 1.98709 -5.28898 -1.77346
H 3.26143 -5.49880 -0.55094
H 3.69889 -5.30562 -2.25191
H 0.75643 -3.56264 -0.38245
H 1.14572 -1.84960 -0.15805
H 1.80472 -3.05696 0.97220
H 1.28333 -3.09949 -3.02029
H 2.86732 -2.71609 -3.73957
H 1.96679 -1.47021 -2.85252
*
```

E_LUMO (eV): -0.1294
Energy relative to the best compared isomer or geometry (same formula, charge and spin) (kcal/mol): 0.00
Orbital gap (eV): 7.26

(3)
Here is a structure of composition C24H58P2PdSi4Te in a non-equilibrium geometry from the OMol25 dataset. Energies are from ωB97M-V/def2-TZVPD.

```
! RIJCOSX wB97M-V def2-TZVPD def2/J DEFGRID3
* xyz 2 5
P -0.07250 -2.24437 -3.42154
P 0.82590 1.06721 -4.59045
C 0.01004 -1.61276 -5.14300
C 1.03971 -0.50297 -5.44535
H -1.01631 -1.23274 -5.28791
H 0.13915 -2.47503 -5.81295
H 2.07447 -0.86682 -5.30210
H 0.88778 -0.25787 -6.50989
C -0.39349 2.01999 -5.56803
H -0.79757 2.83335 -4.95223
H -1.21699 1.39466 -5.94005
H 0.11943 2.46515 -6.43732
C 2.26164 2.14740 -4.75439
H 2.32264 2.52678 -5.77928
H 3.17312 1.59884 -4.51960
H 2.17360 3.01033 -4.08940
C -1.63622 -3.16634 -3.68833
H -1.81335 -3.87812 -2.86969
H -1.65446 -3.68735 -4.65704
H -2.41007 -2.36596 -3.67512
C 2.26506 -3.67474 -4.50554
H 2.67338 -2.68111 -4.73470
H 1.50041 -3.98575 -5.22197
H 3.02532 -4.45191 -4.36680
Pd 1.36016 -3.66318 -2.78260
C -1.17716 3.72684 -2.74765
C -2.47592 3.39441 -2.96928
C -2.99671 2.17359 -3.69271
C -2.41153 0.79996 -3.19667
C -1.14379 0.66801 -2.48425
C 0.16337 1.20794 -2.83448
C 0.72429 2.26335 -1.86022
C -0.32880 3.32217 -1.56199
C 1.26971 -3.91521 -0.76175
H -0.70329 4.52973 -3.32673
H -3.28643 4.08459 -2.69407
H -2.91303 2.24077 -4.79558
H -4.08536 2.15898 -3.50680
H -3.18272 0.44793 -2.48588
H -2.40632 0.07625 -4.04250
H -1.16095 0.08247 -1.56304
H 0.72515 0.25989 -2.58116
H 1.65655 2.70110 -2.21799
H 0.97219 1.71418 -0.93354
H -0.96842 2.93891 -0.75837
H 0.19662 4.20940 -1.17548
H 1.86655 -3.11427 -0.27096
H 1.68859 -4.93253 -0.60850
H 0.21795 -3.86032 -0.45323
C -3.33107 -0.34272 3.42148
Si -1.83659 -1.20610 4.17346
C -1.85991 -1.04626 6.05121
C -1.82620 -3.01935 3.66974
Si 0.08684 -0.15074 3.31572
Te 0.22062 -0.66450 0.97052
Si 0.12755 2.05985 4.13485
C 0.28883 2.04338 6.01073
C 1.59863 2.94883 3.37334
C -1.47404 2.91405 3.63098
Si 2.03268 -1.24814 4.06714
C 2.12730 -1.16192 5.94545
C 2.03948 -3.05926 3.54776
C 3.49427 -0.35396 3.28220
H -4.21096 -0.99002 3.55391
H -3.19305 -0.17286 2.34560
H -3.54020 0.62422 3.89690
H -2.64924 -1.71281 6.43032
H -0.91594 -1.34415 6.52410
H -2.10143 -0.02608 6.37582
H -1.60615 -3.13626 2.60104
H -1.09094 -3.60550 4.23637
H -2.82443 -3.44086 3.86366
H 1.32060 1.86529 6.32697
H -0.00755 3.02772 6.39414
H -0.34231 1.29595 6.49781
H 1.72796 2.68296 2.31631
H 1.42867 4.03521 3.43185
H 2.53604 2.72185 3.89831
H -1.72434 2.71055 2.58096
H -2.32622 2.60099 4.24913
H -1.35060 4.00259 3.74326
H 1.24105 -1.58362 6.43682
H 2.99719 -1.76031 6.25775
H 2.27280 -0.14076 6.31860
H 1.87421 -3.17477 2.46651
H 3.02423 -3.49163 3.79396
H 1.27247 -3.64640 4.07450
H 3.34004 -0.19247 2.20711
H 3.68526 0.62045 3.75196
H 4.39300 -0.97730 3.40983
*
```

E_LUMO (spin up / spin down) (eV): -7.9084 / -8.9014
Energy relative to the best compared isomer or geometry (same formula, charge and spin) (kcal/mol): 106.53
Orbital gap (spin up / spin down) (eV): 4.44 / 2.62
Expectation value of S²: 6.083

(4)
Here is a structure of composition C39H48N12ORuTe2 in a non-equilibrium geometry from the OMol25 dataset. Energies are from ωB97M-V/def2-TZVPD.

```
! RIJCOSX wB97M-V def2-TZVPD def2/J DEFGRID3
* xyz 1 6
Ru 10.09148 10.42768 13.33392
N 10.72870 13.35645 15.08418
C 11.83560 12.67633 14.52294
N 13.03559 13.16329 14.66903
N 13.79364 12.22143 14.02818
N 13.09523 11.20891 13.63505
N 11.78127 11.47941 13.87153
C 9.53651 13.31114 14.41080
N 8.67230 14.28414 14.32860
N 7.60821 13.74312 13.60018
N 7.88962 12.55701 13.29334
N 9.10881 12.21449 13.73807
H 10.99639 14.29386 15.38104
N 9.92836 9.93631 15.61072
C 9.09783 8.74497 16.05079
C 7.62910 8.91473 15.92989
C 6.99778 9.36110 14.62469
C 7.64542 8.64140 13.37781
N 8.33688 9.55621 12.42221
H 10.90260 9.78983 15.88436
H 9.52206 10.76732 15.97397
H 9.32830 8.52394 17.09802
H 9.45443 7.87869 15.49957
H 7.32260 9.65375 16.67523
H 7.27306 7.91775 16.33858
H 7.19266 10.41919 14.48267
H 5.93806 9.20751 14.71165
H 6.69895 8.23650 12.88397
H 8.43558 7.94348 13.68600
H 7.73967 10.34891 12.10597
H 8.75411 9.00263 11.63096
C 10.93967 14.22254 8.61087
Te 10.64970 13.51608 10.60849
C 8.79572 14.44115 10.46618
C 8.87375 15.40915 9.33620
C 7.94276 16.37086 9.18259
C 7.99162 17.26620 8.16584
C 9.02352 17.22035 7.22198
C 10.04832 16.24859 7.42118
C 9.94458 15.34330 8.46289
H 10.75284 13.39173 7.96325
H 11.97724 14.57386 8.43890
H 8.70107 15.04238 11.37090
H 7.96183 13.80384 10.53966
H 7.13498 16.44608 9.93115
H 7.22639 18.01640 8.10501
H 9.07408 17.87591 6.35902
H 10.85897 16.10039 6.75247
C 15.43496 14.08408 6.02355
C 14.50474 13.28565 6.95382
C 13.63236 12.23525 6.63346
C 13.07299 11.43057 7.59522
C 12.25885 10.22900 7.16480
C 13.36043 11.63306 8.94847
Te 12.54294 10.24869 10.43678
N 11.29852 9.42796 12.03210
C 11.40705 8.19270 12.58759
O 10.44691 7.83610 13.30255
C 12.67778 7.36267 12.49405
C 12.52894 6.03341 12.19354
C 13.59816 5.14175 12.27164
C 14.86951 5.64338 12.64296
C 15.03162 6.99832 12.98469
C 13.92582 7.86497 12.92692
C 12.99223 8.35276 9.56064
C 14.34559 8.07551 9.56608
C 15.45524 9.00036 10.04663
C 14.75641 6.81749 9.21400
C 13.83980 5.80815 8.83045
C 14.31677 4.38030 8.62818
C 12.47986 6.10732 8.84316
C 12.03236 7.40518 9.17377
C 10.55487 7.60740 9.24680
C 14.18780 12.72343 9.34764
C 14.61510 13.06030 10.77279
C 14.68533 13.53152 8.31702
H 16.49441 13.95622 6.40780
H 15.22890 15.16549 6.09388
H 15.29311 13.79866 4.96048
H 13.51394 11.92527 5.58351
H 11.98929 10.23244 6.12425
H 11.31355 10.22956 7.77323
H 12.76167 9.26112 7.21543
H 11.57095 5.53643 11.96214
H 13.42644 4.07559 12.12773
H 15.70841 4.91959 12.72382
H 16.02301 7.33816 13.27646
H 13.97890 8.90713 13.25995
H 15.57171 8.83523 11.12322
H 15.21948 10.06160 9.89321
H 16.36291 8.72068 9.54086
H 15.84585 6.63117 9.25212
H 14.35544 3.80378 9.54902
H 15.29714 4.29383 8.08213
H 13.57183 3.90703 7.99011
H 11.74757 5.30598 8.68558
H 10.22989 7.26345 10.27083
H 10.08412 7.09599 8.41776
H 10.38228 8.68272 9.15464
H 15.61696 13.54670 10.72862
H 14.58583 12.24801 11.45604
H 13.95466 13.75448 11.30823
H 15.29068 14.30798 8.74576
*
```

E_LUMO (spin up / spin down) (eV): -2.4719 / -5.4121
Energy relative to the best compared isomer or geometry (same formula, charge and spin) (kcal/mol): 24.25
Orbital gap (spin up / spin down) (eV): 7.84 / 4.78
Expectation value of S²: 8.782

Number 1: E_tot -10603.9110 eV. Number 2: E_tot -131308.9803 eV. Number 3: E_tot -86668.6222 eV. Number 4: E_tot -78307.1682 eV.